ORCA calculation (wB97M-V/def2-TZVPD) on C9H11F2N3O7S2 as an isolated structure.

Properties
- HOMO level: -9.2 eV
- Kohn-Sham gap: 0.2656 hartree

```
! wB97M-V def2-TZVPD RIJCOSX def2/J DEFGRID3
* xyz 0 1
C -0.8713 2.7423 1.4859
C -1.6492 1.6829 0.8108
C -1.8913 0.4548 1.5806
N -2.0995 1.9004 -0.4005
C -1.6700 1.1946 -1.4412
C -0.7091 0.1479 -1.4280
C -0.3618 -0.5180 -2.5644
C 0.6228 -1.6374 -2.4706
O 1.3553 -1.9544 -3.3452
O 0.5500 -2.2571 -1.2811
C -0.9445 -0.1486 -3.8086
O -0.6127 -0.7847 -4.9753
C -1.8422 0.8681 -3.8102
N -2.1782 1.5138 -2.6562
H -1.1519 3.7031 1.0693
H 0.1900 2.5279 1.3853
H -1.1560 2.7516 2.5349
H -2.7976 0.4833 2.1767
H -1.0051 0.3211 2.1842
H -1.9335 -0.4029 0.9165
H -0.2311 -0.1331 -0.5025
H 1.4466 -2.3538 -0.9212
H -1.3724 -1.3034 -5.2569
H -2.3064 1.1677 -4.7324
H -2.8476 2.2658 -2.7072
N 3.0002 -0.4797 3.2086
S 3.8389 -1.6759 3.8665
O 4.4462 -2.5544 2.9246
O 3.2657 -2.2328 5.0432
F 5.0405 -0.7976 4.4004
S 1.7098 -0.9313 2.4765
O 1.1702 0.1086 1.6368
O 0.7568 -1.6875 3.2195
F 2.2385 -1.9811 1.3812
*
```

Here are the Löwdin charges for atoms 1 to 5, given in e: atom 1 (C): 0.010, atom 2 (C): -0.294, atom 3 (C): 0.007, atom 4 (N): 0.177, atom 5 (C): -0.247

ORCA calculation (wB97M-V/def2-TZVPD) on C14H14ClKN4O5S as an isolated structure.

Properties
- HOMO level: -1.5 eV
- Kohn-Sham gap: 0.2321 hartree
- Energy above the lowest of the compared OMol25 structures with the same formula, charge and spin: 8.7 kJ/mol

```
! wB97M-V def2-TZVPD RIJCOSX def2/J DEFGRID3
* xyz -2 1
K -1.3644 2.2845 0.5252
N 1.9035 0.9347 4.4494
C 1.2077 0.9912 3.2314
S -0.5245 1.0077 3.3874
N 1.9649 1.0790 2.1857
N 1.2707 1.1605 0.9780
C 2.0479 0.9654 -0.0235
C 1.7803 0.9975 -1.4573
C 2.9259 0.9677 -2.2595
C 2.8889 1.0511 -3.6405
C 1.6417 1.1773 -4.2498
C 0.4877 1.1961 -3.5038
C 0.4832 1.0778 -2.0809
O -0.5951 1.0398 -1.4076
H 1.3539 1.3199 5.2032
H 2.8321 1.3302 4.3674
H 3.1027 0.7687 0.2087
H 3.8876 0.8815 -1.7610
H 3.8025 1.0261 -4.2229
H 1.5745 1.2580 -5.3317
H -0.4845 1.2847 -3.9759
O -4.3218 4.6449 -0.5670
Cl -3.7396 4.3304 0.7040
O -4.3995 5.0577 1.7427
O -3.8439 2.9003 0.9483
O -2.3233 4.6692 0.6896
N -1.3010 -0.9854 0.6462
C -1.1068 -2.3280 0.5151
C -0.9122 -2.9073 -0.7525
C -0.7670 -4.2728 -0.8888
C -0.8065 -5.1176 0.2167
C -0.9861 -4.5501 1.4713
C -1.1320 -3.1845 1.6281
H -1.1590 -0.5869 1.5698
H -0.9565 -0.4054 -0.1163
H -0.8707 -2.2584 -1.6192
H -0.6143 -4.6856 -1.8806
H -0.6901 -6.1882 0.1035
H -1.0050 -5.1818 2.3535
H -1.2517 -2.7500 2.6133
*
```

Here are the Löwdin charges for atoms 1 to 5, given in e: atom 1 (K): 0.759, atom 2 (N): -0.015, atom 3 (C): -0.950, atom 4 (S): 0.408, atom 5 (N): -0.060

ORCA calculation (wB97M-V/def2-TZVPD) on C36H29AsN4O6S3Ti as an isolated structure.

Properties
- HOMO level (alpha / beta): -0.3 / -1.6 eV
- Kohn-Sham gap (alpha / beta): 0.1558 / 0.2046 hartree
- Energy above the lowest of the compared OMol25 structures with the same formula, charge and spin: 0.0 kJ/mol
- <S²>: 2.032

```
! wB97M-V def2-TZVPD RIJCOSX def2/J DEFGRID3
* xyz -2 3
Ti -1.3188 1.2901 -0.0163
O -1.8947 1.1846 3.8780
C -2.0719 0.7659 2.7547
O -1.1631 0.6593 1.8236
C -3.4531 0.2754 2.3154
C -3.3345 -0.7720 1.2000
C -4.6523 -1.5127 0.9978
C -5.5317 -0.4178 0.3422
C -4.5474 0.7499 0.2442
O -3.2916 0.0763 0.0122
C -4.3177 1.3878 1.6252
C -3.6778 2.7615 1.3803
O -4.3793 3.7595 1.5359
O -2.4817 2.7700 0.9133
H -3.9641 -0.1133 3.1947
H -2.4361 -1.3819 1.2395
H -5.0525 -1.8884 1.9392
H -4.5032 -2.3576 0.3262
H -6.4030 -0.1476 0.9392
H -5.8728 -0.7188 -0.6485
H -4.7297 1.4531 -0.5639
H -5.2552 1.5582 2.1486
N -1.0305 -0.0033 -4.1356
C -0.3454 -1.1283 -3.6867
C 0.3450 -2.1158 -4.3616
C 0.8738 -3.1628 -3.6046
C 0.6679 -3.2178 -2.2284
C -0.0300 -2.2210 -1.5525
C -0.4934 -1.1322 -2.2851
N -1.1615 0.0108 -1.8768
C -1.4855 0.6744 -3.0172
C -2.1978 1.8676 -3.0144
C -2.6962 2.6896 -4.0416
S -3.4357 4.0894 -3.3259
C -3.0372 3.5077 -1.7507
N -2.4242 2.3747 -1.7383
H -0.8987 0.4421 -5.0252
H 0.4682 -2.0821 -5.4384
H 1.4393 -3.9449 -4.0970
H 1.0662 -4.0481 -1.6565
H -0.2167 -2.2950 -0.4864
H -2.7324 2.5062 -5.1016
H -3.2685 4.0527 -0.8438
S -0.1392 -2.7850 2.1092
C 1.4773 -3.1315 1.5826
C 2.0319 -4.4232 1.7375
C 3.3367 -4.7114 1.3885
C 4.1603 -3.7240 0.8529
C 3.6360 -2.4548 0.6606
C 2.3190 -2.1498 1.0040
As 1.5646 -0.3810 0.6411
C 1.9646 0.5134 2.3236
C 2.0053 1.9066 2.3768
C 2.1824 2.5559 3.5908
C 2.3036 1.8219 4.7633
C 2.2465 0.4369 4.7160
C 2.0790 -0.2170 3.5018
C 3.0105 0.3323 -0.4861
C 4.1259 1.0186 -0.0116
C 5.0769 1.5261 -0.8892
C 4.9287 1.3477 -2.2573
C 3.8249 0.6592 -2.7422
C 2.8725 0.1607 -1.8638
H 1.3939 -5.1906 2.1597
H 3.7189 -5.7172 1.5363
H 5.1866 -3.9417 0.5808
H 4.2614 -1.6859 0.2227
H 1.8756 2.4883 1.4716
H 2.2018 3.6390 3.6196
H 2.4207 2.3300 5.7138
H 2.3128 -0.1414 5.6305
H 2.0081 -1.2965 3.4734
H 4.2475 1.1650 1.0540
H 5.9303 2.0709 -0.5014
H 5.6642 1.7526 -2.9431
H 3.6942 0.5169 -3.8091
H 2.0108 -0.3683 -2.2555
O 1.9814 4.1065 -1.1872
S 0.8330 3.2734 -1.5532
N 0.1770 2.4517 -0.5247
*
```

Here are the Löwdin charges for atoms 1 to 5, given in e: atom 1 (Ti): 0.967, atom 2 (O): 0.089, atom 3 (C): -0.569, atom 4 (O): -0.205, atom 5 (C): -0.088

ORCA calculation (wB97M-V/def2-TZVPD) on C6H16Ba2CuO5P as an isolated structure.

Properties
- HOMO level (alpha / beta): -24.5 / -24.5 eV
- Kohn-Sham gap (alpha / beta): 0.2267 / 0.1502 hartree
- <S²>: 0.754

```
! wB97M-V def2-TZVPD RIJCOSX def2/J DEFGRID3
* xyz 5 2
Cu -1.4658 -2.1410 -2.8394
Ba 1.4423 -3.3922 -0.9395
Ba -2.4065 -5.2529 -0.8492
O -1.0547 -2.7580 -0.8443
H -1.0611 -1.8729 -0.4306
C 1.7874 1.4904 -3.2602
C 0.5417 1.7817 -2.4552
O 1.0343 1.7752 -1.1099
P 0.6515 0.5773 -0.0752
O 1.1704 -0.7538 -0.4436
O 1.0276 1.2167 1.4197
C 1.7806 0.6648 2.4673
C 1.3725 -0.7890 2.9905
O -0.9714 0.6744 -0.1031
C -1.7878 -0.1425 0.7306
C -3.0146 0.7760 1.0854
H 1.4155 1.2211 -4.2487
H 2.3454 2.4266 -3.2783
H 2.3435 0.6399 -2.8660
H 0.2082 2.7989 -2.6609
H -0.2821 1.0804 -2.5878
H 2.8548 0.6616 2.2824
H 1.8262 1.3659 3.3006
H 1.3907 -1.4481 2.1226
H 2.0087 -1.1018 3.8185
H 0.3624 -0.9395 3.3716
H -2.2813 -0.9963 0.2662
H -1.2911 -0.5924 1.5902
H -3.3664 1.1547 0.1257
H -3.7905 0.2716 1.6612
H -2.7906 1.6030 1.7592
*
```

Here are the Löwdin charges for atoms 1 to 5, given in e: atom 1 (Cu): 0.715, atom 2 (Ba): 1.998, atom 3 (Ba): 2.005, atom 4 (O): -0.787, atom 5 (H): -0.087

Result set for energy: -2036.55466, -2595.32849, -6339.75993, -2644.98073 Eh, one per record in the order listed.
Result set for F_max: 1.7, 0.7, 0.9, 7.0 eV Å⁻¹, one per record in the order listed.